No. 1
43
Properties=species:S:1:pos:R:3:forces:R:3 method="wB97M-V/def2-TZVPD" e_homo_ev=-8.9 max_force_ha_per_bohr=0.2780 orbital_gap_ha=0.3247 total_charge=0 de_lowest_kj_mol=1323.79
C 4.380 2.574 -0.481 1.945 -2.018 -4.633
H 5.558 2.566 -0.728 -2.506 -0.185 0.586
H 4.219 3.566 -0.047 -0.642 -0.845 0.686
H 3.895 2.568 -1.563 0.939 0.584 1.769
C 3.931 1.153 0.058 -2.036 9.676 10.322
C 4.234 -0.034 -0.487 6.950 -5.011 2.101
C 3.732 -1.304 0.404 1.793 3.089 -5.211
N 2.372 -1.102 0.357 -1.917 0.869 3.366
C 1.532 -1.969 -0.261 1.359 -0.670 1.145
O 2.041 -2.866 -0.967 -2.354 1.575 0.893
C 0.082 -1.762 0.213 2.587 -2.214 -6.521
C -0.607 -1.929 1.300 4.271 -0.620 4.227
C -1.856 -2.350 1.001 -3.592 1.625 8.306
C -1.957 -2.097 -0.211 -2.661 -2.687 -9.963
O -0.770 -2.080 -0.935 -1.043 2.264 3.643
C -3.239 -2.316 -1.023 7.899 -2.202 -4.389
O -4.251 -1.748 -0.599 -8.695 7.790 4.555
C -4.252 -0.288 -0.438 3.032 2.549 -1.833
C -3.042 0.670 -0.976 -8.686 -3.358 4.911
C -3.222 1.983 -0.616 3.475 -3.668 -3.292
C -4.345 2.532 -0.254 -4.175 3.741 4.892
C -5.492 1.854 0.389 11.609 -4.438 -5.338
C -5.335 0.504 0.114 -1.217 -4.009 1.041
Cl -6.722 -0.542 0.725 0.861 0.609 -0.499
H -6.249 2.376 0.438 -7.838 4.423 1.598
H -4.247 3.629 -0.036 -0.642 -0.833 -0.609
H -2.341 2.351 -1.049 0.870 2.658 0.117
H -2.235 0.284 -1.395 3.538 -1.668 -1.785
H -2.972 -1.979 -2.044 0.100 -0.112 -0.220
H -3.476 -3.362 -1.146 0.240 -0.620 0.241
H -2.673 -2.135 1.764 0.761 -1.210 -1.273
H -0.083 -2.022 2.247 -0.316 0.439 0.132
C 2.003 0.093 1.225 -3.122 -3.448 2.385
H 0.868 -0.087 1.308 1.781 1.131 0.303
C 2.363 1.253 0.457 1.224 5.611 -2.812
H 2.139 2.397 1.069 0.681 -3.618 -1.877
H 1.904 1.359 -0.679 0.126 -0.501 3.017
H 2.441 0.059 2.461 -0.895 -0.074 -3.985
H 4.007 -2.045 -0.308 0.426 -1.521 0.650
H 4.218 -1.097 1.300 0.602 -0.746 1.896
H 5.450 -0.073 -0.516 -2.768 -0.216 -0.954
H 3.681 0.126 -1.285 -1.805 -1.339 -5.499
H 4.317 1.290 1.212 -0.159 -0.802 -2.087



No. 2
44
Properties=species:S:1:pos:R:3:forces:R:3 method="wB97M-V/def2-TZVPD" e_homo_ev=-8.0 max_force_ha_per_bohr=0.0295 orbital_gap_ha=0.3151 total_charge=0 smiles="CC(C)N(Cc1ccccc1)C(=S)Nc1ccc(OC(F)F)cc1"
C -1.639 0.708 -1.767 0.067 -0.232 -0.135
H -2.221 -0.008 -1.191 -0.081 -0.010 0.026
H -2.237 1.015 -2.622 -0.063 0.102 -0.038
H -1.466 1.599 -1.165 0.010 0.124 0.067
C -0.338 0.059 -2.268 -0.070 0.474 -0.080
N 0.189 -0.983 -1.388 0.134 0.082 0.186
C 0.785 -0.777 -0.189 0.007 -0.154 0.072
S 1.562 -1.990 0.632 0.314 -0.495 0.428
N 0.672 0.482 0.330 -0.643 -0.007 -0.720
C 1.328 1.046 1.422 0.319 0.267 0.547
C 0.685 2.075 2.104 0.148 -0.289 -0.141
C 1.289 2.717 3.170 0.063 0.137 0.147
C 2.558 2.328 3.560 0.061 -0.017 0.003
C 3.219 1.316 2.876 -0.144 0.337 0.258
C 2.616 0.682 1.811 -0.025 0.077 -0.088
H 3.141 -0.096 1.285 0.014 0.022 0.000
H 4.212 1.039 3.191 0.142 -0.046 0.026
O 3.276 2.896 4.625 -0.013 -0.688 -0.695
C 2.757 3.889 5.341 0.167 1.009 1.117
F 2.462 4.994 4.602 0.090 0.060 -0.314
F 1.589 3.566 5.957 -0.147 -0.322 0.033
H 3.481 4.184 6.117 -0.204 -0.187 -0.326
H 0.755 3.506 3.674 0.030 0.020 0.042
H -0.307 2.381 1.804 -0.114 0.009 -0.023
H -0.130 1.011 0.020 0.168 -0.037 -0.059
C 0.058 -2.335 -1.907 0.020 -0.324 0.027
C -1.390 -2.743 -1.960 -0.004 -0.006 -0.160
C -2.118 -2.822 -0.778 0.010 -0.026 0.008
C -3.458 -3.162 -0.802 0.006 0.014 0.085
C -4.085 -3.429 -2.008 -0.097 -0.031 -0.084
C -3.365 -3.358 -3.188 -0.150 -0.037 -0.056
C -2.024 -3.013 -3.164 0.108 -0.007 0.084
H -1.466 -2.962 -4.088 0.077 0.025 -0.086
H -3.848 -3.570 -4.131 -0.048 -0.016 -0.074
H -5.131 -3.695 -2.028 -0.086 -0.022 -0.007
H -4.015 -3.222 0.122 -0.042 -0.011 0.077
H -1.624 -2.622 0.162 0.078 0.040 0.124
H 0.514 -2.389 -2.901 -0.026 0.027 0.038
H 0.611 -2.997 -1.235 -0.078 0.131 -0.255
C 0.726 1.097 -2.632 -0.110 -0.186 -0.087
H 1.613 0.598 -3.015 0.099 -0.009 -0.055
H 0.337 1.752 -3.407 -0.029 0.094 -0.084
H 1.021 1.706 -1.783 0.005 0.055 0.023
H -0.595 -0.475 -3.188 0.034 0.054 0.149



No. 3
48
Properties=species:S:1:pos:R:3:forces:R:3 method="wB97M-V/def2-TZVPD" e_homo_ev=-6.5 max_force_ha_per_bohr=0.1041 orbital_gap_ha=0.2316 total_charge=0 de_lowest_kj_mol=97.95
C -2.010 2.057 -1.920 0.233 0.037 -0.163
N -1.852 1.679 -0.536 -0.908 -0.647 -0.241
C -0.691 1.379 0.127 1.950 2.289 -0.518
C 0.726 1.426 -0.369 -4.494 2.548 1.409
N -1.054 1.295 1.436 -0.361 -0.873 0.858
C -0.152 1.098 2.550 0.063 -0.061 0.065
C -2.451 1.339 1.584 0.186 -0.148 0.610
C -2.965 1.597 0.334 0.049 -0.092 -0.559
C -4.347 1.666 0.132 -0.305 -0.160 0.117
C -5.205 1.368 1.205 0.502 0.017 0.454
C -4.675 1.108 2.490 0.089 0.020 -0.537
C -3.288 1.127 2.689 0.036 -0.069 0.089
H -2.874 1.531 -2.332 0.123 0.079 -0.064
H -2.163 3.140 -2.005 0.006 -0.194 -0.015
H -1.121 1.784 -2.490 -0.150 -0.016 0.082
H 1.411 1.946 0.353 -0.847 -0.884 -0.586
H 0.779 1.937 -1.351 -0.223 -0.041 0.556
H -0.742 0.817 3.430 0.242 0.079 -0.271
H 0.548 0.289 2.323 -0.057 0.202 0.071
H 0.391 2.026 2.768 0.003 -0.240 -0.015
H -4.781 1.933 -0.825 0.138 -0.138 -0.052
H -6.295 1.321 1.076 0.635 0.199 -0.123
H -5.363 0.865 3.318 0.561 0.244 -0.477
H -2.872 0.960 3.683 -0.148 -0.020 -0.297
C 3.391 -0.284 1.406 0.121 0.024 0.100
N 3.584 -0.731 0.030 -0.052 -1.027 -1.372
S 2.094 0.077 -1.109 4.415 -0.729 0.451
C 3.140 0.445 -2.776 0.173 -0.506 0.691
F 4.453 0.108 -2.720 -1.588 0.493 -0.087
F 2.611 -0.137 -3.897 0.452 0.922 0.763
F 3.056 1.804 -2.850 0.101 -0.866 -0.808
S 3.811 -2.373 -0.235 -0.921 0.622 -0.638
C 2.093 -2.859 -0.632 0.765 0.907 -0.460
C 1.182 -2.899 0.418 0.104 -0.006 -0.022
C -0.162 -2.705 0.140 -0.308 0.073 0.131
C -0.568 -2.433 -1.169 0.130 -0.312 -0.014
C 0.333 -2.427 -2.226 0.066 -0.177 0.096
C 1.689 -2.594 -1.948 -0.160 -0.774 0.373
O 4.614 -2.508 -1.423 -0.515 -0.095 0.475
O 4.200 -3.003 0.992 0.177 -0.172 0.363
H 3.569 0.811 1.458 -0.093 -0.626 -0.104
H 2.364 -0.495 1.744 0.296 0.001 0.257
H 4.128 -0.799 2.060 -0.590 0.347 -0.390
H 1.541 -3.009 1.437 -0.052 -0.143 -0.135
H -0.900 -2.755 0.953 0.322 0.116 -0.420
H -1.601 -2.232 -1.381 -0.380 -0.031 0.038
H -0.033 -2.229 -3.239 0.306 -0.034 0.375
H 2.456 -2.463 -2.702 -0.093 -0.139 -0.056



No. 4
49
Properties=species:S:1:pos:R:3:forces:R:3 method="wB97M-V/def2-TZVPD" e_homo_ev=-9.3 max_force_ha_per_bohr=0.0168 orbital_gap_ha=0.3545 total_charge=0 de_lowest_kj_mol=172.00 smiles="O=C(OCCO)OS(=O)(=O)F.c1ccncc1.c1ccncc1.c1ccncc1"
O -4.430 0.883 2.180 -0.172 -0.373 0.761
C -4.535 1.466 1.166 0.162 0.264 0.027
O -3.703 2.362 0.716 -0.071 0.269 -0.412
C -3.573 2.598 -0.701 0.178 0.101 -0.321
C -2.083 2.720 -1.045 -0.124 -0.375 -0.079
O -1.285 1.894 -0.216 -0.020 0.017 -0.319
O -5.684 1.314 0.352 0.086 0.243 -0.527
S -5.918 -0.102 -0.297 0.005 0.194 -0.195
O -6.802 0.080 -1.382 0.098 -0.096 0.292
O -4.679 -0.776 -0.403 -0.080 -0.041 -0.062
F -6.696 -0.732 0.867 -0.229 -0.339 0.074
H -4.117 3.501 -0.978 -0.004 0.047 0.144
H -3.994 1.778 -1.275 -0.079 -0.194 0.208
H -1.997 2.398 -2.086 0.075 0.247 -0.091
H -1.737 3.750 -0.995 0.096 0.001 0.273
H -1.103 1.076 -0.694 0.027 0.101 0.232
N -1.111 -2.914 1.425 -0.005 0.063 0.010
C -2.005 -1.962 1.695 0.004 -0.022 -0.047
C -1.769 -0.908 2.565 0.113 -0.007 0.040
C -0.533 -0.842 3.191 0.010 0.018 -0.009
C 0.406 -1.824 2.924 -0.012 0.033 0.013
C 0.070 -2.835 2.037 -0.042 -0.117 -0.071
H -2.956 -2.050 1.182 -0.037 0.038 0.009
H -2.525 -0.157 2.740 0.013 -0.057 -0.010
H -0.307 -0.034 3.875 -0.005 0.003 0.007
H 1.384 -1.810 3.388 0.016 -0.020 -0.017
H 0.782 -3.616 1.795 0.067 0.039 0.061
N 1.496 3.934 -1.738 -0.015 -0.010 0.006
C 2.448 3.363 -2.473 -0.023 0.012 -0.040
C 3.484 2.611 -1.940 -0.009 0.003 0.012
C 3.536 2.444 -0.565 0.016 -0.021 0.015
C 2.555 3.033 0.214 0.021 0.001 -0.019
C 1.562 3.765 -0.419 -0.096 0.015 -0.015
H 2.373 3.518 -3.544 0.030 -0.021 -0.006
H 4.228 2.168 -2.587 0.001 0.005 -0.016
H 4.327 1.863 -0.110 0.001 -0.007 0.002
H 2.553 2.927 1.290 -0.018 0.004 0.008
H 0.771 4.234 0.154 0.024 -0.025 0.056
N 3.059 -3.490 0.488 0.025 0.004 -0.035
C 2.392 -3.238 -0.636 -0.074 0.022 0.058
C 2.970 -3.284 -1.897 0.030 0.006 -0.002
C 4.314 -3.604 -1.995 0.004 0.003 -0.028
C 5.022 -3.867 -0.834 -0.013 0.007 -0.006
C 4.349 -3.798 0.377 0.008 -0.011 0.062
H 1.343 -2.990 -0.517 -0.006 -0.012 -0.037
H 2.378 -3.073 -2.776 -0.018 0.002 0.003
H 4.801 -3.650 -2.961 0.002 -0.002 -0.004
H 6.072 -4.122 -0.862 0.007 -0.006 0.015
H 4.867 -4.000 1.308 0.031 -0.006 -0.019



No. 5
44
Properties=species:S:1:pos:R:3:forces:R:3 method="wB97M-V/def2-TZVPD" e_homo_ev=-8.7 max_force_ha_per_bohr=0.3321 orbital_gap_ha=0.3329 total_charge=0
C 2.686 -0.269 3.891 8.092 -2.597 -8.454
H 3.676 0.222 3.526 -0.542 -0.478 1.854
H 2.322 0.128 4.627 -3.702 4.492 8.272
H 2.967 -1.299 4.059 -0.347 -0.400 -0.081
C 1.966 0.021 2.670 -7.874 -3.694 7.521
H 2.258 -0.513 1.930 1.977 -2.958 -5.250
C 0.391 -0.743 3.197 3.642 -2.919 -10.411
H 0.591 -1.869 2.486 -0.957 2.897 2.077
H 0.492 -1.100 4.097 -0.308 -1.044 5.249
C -0.749 -0.005 2.548 -0.268 -1.339 8.869
C -0.535 0.442 1.309 4.080 5.143 -6.248
C -1.217 0.504 0.200 -4.450 1.669 -2.539
N -0.871 1.680 -0.851 -9.104 -10.862 4.493
N -1.711 1.662 -1.969 6.857 3.915 0.373
C -0.775 2.642 -2.596 -5.858 -3.239 0.923
N 0.129 3.031 -1.770 4.404 10.435 -12.782
C 0.126 2.459 -0.762 0.636 -6.583 9.749
N 0.956 2.275 0.312 1.063 1.911 -1.360
C 0.651 1.356 1.099 0.092 -0.832 6.482
C 1.473 1.300 2.480 2.019 1.173 -6.766
H 1.228 1.824 3.275 -2.627 2.083 3.864
H 2.406 1.738 2.332 1.804 2.326 -1.370
H -1.226 2.943 -3.494 0.716 1.222 -1.354
N -2.620 -0.137 0.083 2.437 3.815 -5.999
H -2.750 0.046 -1.023 -0.550 0.828 2.859
C -2.530 -1.544 -0.030 -1.934 0.219 9.309
H -1.885 -1.670 0.933 -1.164 -1.425 -1.255
H -3.554 -2.003 0.127 0.933 0.766 0.407
C -1.992 -2.186 -1.087 0.839 -3.523 -7.576
C -0.593 -1.711 -1.457 3.266 -2.303 2.146
C -0.184 -0.991 -2.538 2.149 1.501 1.115
C 1.216 -0.396 -2.671 -8.750 -3.357 -0.422
C 2.052 -0.840 -1.812 -3.470 -1.485 0.376
C 1.862 -1.601 -0.752 -3.364 -6.124 4.114
C 0.538 -2.116 -0.596 -0.706 -1.383 0.033
F 0.158 -3.243 0.306 1.480 2.951 -1.643
H 2.718 -2.094 -0.213 -1.103 0.911 -0.290
H 2.852 -0.420 -1.785 10.084 4.645 -0.334
H 1.287 0.257 -3.418 1.060 2.536 -2.729
H -1.045 -0.690 -3.034 -0.871 0.951 -2.047
H -2.719 -1.858 -2.061 1.819 -1.257 2.087
H -2.128 -3.372 -0.842 0.736 2.820 -1.190
H -0.922 0.743 3.434 -0.115 0.037 -2.168
H -1.611 -0.561 2.621 -2.122 -1.441 0.093